The following is a quantum chemistry calculation of C11H10INO2 in the gas phase in a non-equilibrium geometry, from OMol25.

Values from the calculation:
Energy relative to the best compared isomer or geometry (same formula, charge and spin)   26.9 kcal/mol
Largest force on an atom   4.2 eV/Å
SMILES   C/C(O)=N\C(=O)/C=C(/I)c1ccccc1
Net charge   0
Spin multiplicity   1

Positions of all 25 atoms, in Å:
H1 1.8142 -2.0941 -1.7395
H2 2.0594 2.4316 -1.3429
C1 0.7918 -1.8029 -1.2423
H3 2.1146 2.4956 0.5767
H4 -0.9305 1.7866 -1.7298
I1 -0.5594 -2.4685 3.3800
C2 -0.3554 -1.7845 -2.0338
C3 -0.5271 -0.8115 2.0225
C4 1.8875 1.9317 -0.4404
H5 -0.5372 0.7410 3.5829
C5 0.7025 -1.6273 0.0967
C6 -1.5474 -1.3694 -1.5816
H6 1.6065 -1.6277 0.6804
C7 -1.6707 -1.0967 -0.1900
N1 -0.4180 1.4667 0.4233
H7 2.5598 1.0838 -0.1927
C8 -0.5282 -1.1826 0.6528
O1 -0.3796 2.7328 2.2714
C9 -0.5638 0.3794 2.6115
O2 -0.0168 1.5686 -1.8258
H8 -2.6344 -0.7707 0.0013
C10 -0.4598 1.6164 1.7947
C11 0.4295 1.6546 -0.5112
H9 -2.4259 -1.2691 -2.1727
H10 -0.4116 -1.9840 -3.0916

Cartesian forces, eV/Å:
-2.12 0.62 1.09
1.28 0.90 -0.97
1.96 -1.73 -2.31
-0.73 -0.23 -2.38
-1.43 -0.11 -0.29
0.06 0.12 -0.19
0.71 0.12 -1.83
-0.64 -0.15 3.19
0.32 -0.10 4.15
-0.11 -0.65 2.21
-0.81 1.25 0.60
-0.47 0.12 3.52
0.03 -0.15 0.41
2.51 -0.60 -1.43
0.24 0.37 -1.61
-0.70 -0.10 -1.07
-0.67 -0.82 -2.58
-0.29 -0.38 0.66
0.16 0.83 -2.77
1.45 0.47 1.44
-1.48 0.74 1.68
1.19 0.89 -1.47
-1.12 -1.07 0.86
-0.38 -0.07 -0.60
1.04 -0.25 -0.31

The following is a quantum chemistry calculation of a molecular structure, C37H29ClFeN3O3Si in a non-equilibrium geometry, from OMol25.

Values from the calculation:
Energy relative to the best compared isomer or geometry (same formula, charge and spin)   0.0 kcal/mol
Largest force on an atom   3.9 eV/Å
Net charge   0
Spin multiplicity   6

Positions of all 75 atoms, in Å:
H1 1.4630 -0.7703 -3.8053
C1 4.4727 -0.8895 -1.2970
C2 -5.4870 2.4622 2.5136
C3 1.1462 -3.9319 2.5901
C4 2.2200 -1.7059 3.2231
C5 -2.5872 0.5359 1.0770
Cl1 -5.7914 4.1129 4.6052
C6 -2.7564 2.2300 2.8944
H2 5.6088 -1.6201 -3.0062
C7 -0.7003 -1.6245 -1.5711
H3 -1.6527 2.1364 3.0026
C8 3.2155 -0.4815 -0.8836
Fe1 0.4967 0.0161 1.5244
H4 -0.0204 3.0995 0.9077
C9 -3.3864 1.4079 1.9458
C10 0.4356 2.0965 -2.9505
H5 3.6252 -1.9048 -4.4467
C11 -1.7533 1.6132 -2.1542
H6 -2.4282 1.2054 -1.3908
C12 -0.1236 2.7827 -4.0435
C13 4.6238 -1.3514 -2.6205
C14 2.2768 -0.8836 -3.0355
C15 -2.5927 -2.7577 -2.5716
C16 -1.4981 2.7637 -4.2395
N1 1.4555 1.8338 1.5604
C17 1.0601 2.9408 0.9602
C18 2.0735 -0.4857 -1.6877
C19 -4.8915 3.1720 3.5777
O1 4.3522 0.0554 2.7454
H7 4.0877 4.4668 0.5761
H8 -3.3839 2.2588 -3.3609
H9 5.2890 -0.7894 -0.6099
O2 -3.1289 -0.3004 0.3297
H10 -2.9632 3.7194 4.4270
C20 3.3312 3.7244 0.8605
C21 -0.0226 -2.8807 -1.5464
C22 -4.7414 1.6402 1.7184
H11 3.0814 -0.2007 0.1760
O3 -1.3193 0.7189 1.1284
C23 0.0956 -4.6100 1.9846
H12 1.5085 2.0639 -2.8259
H13 -0.2178 -5.0189 -1.6599
C24 -0.3709 1.3214 -2.0923
C25 2.7887 1.6121 1.7879
C26 3.2020 0.3703 2.5045
C27 -1.9551 -4.0303 -2.4237
C28 1.1661 -2.5452 2.6018
N2 2.0706 -0.3656 2.7218
H14 -3.5130 -2.6804 -3.1391
H15 -1.8159 -1.8554 1.2460
H16 1.5852 4.9043 0.3673
H17 0.1495 -5.6688 1.8258
Si1 0.2544 -0.1105 -0.9917
H18 0.4802 3.3734 -4.7090
H19 -6.5270 2.5429 2.2042
C29 -1.0528 -3.8835 1.6360
H20 -2.3398 -4.9358 -2.9106
H21 -1.9861 -4.4003 1.4368
H22 1.9647 -4.4816 3.0734
H23 4.7461 2.3306 1.7421
C30 -0.9800 -2.4697 1.6306
C31 -0.7049 -4.0770 -1.8397
H24 -1.8850 3.3777 -5.0080
H25 -2.5602 -0.6790 -2.1285
C32 3.5054 -1.4384 -3.4643
C33 -2.3055 2.2670 -3.2611
C34 1.9534 3.9419 0.6465
H26 -5.2417 1.1455 0.8574
C35 -3.4627 3.1196 3.6573
H27 0.9998 -2.9094 -1.2015
H28 2.1918 -1.6549 4.3282
C36 3.7649 2.5515 1.4534
N3 0.1327 -1.8317 1.9454
H29 3.2470 -2.0848 3.0031
C37 -1.9741 -1.6058 -2.1220

Cartesian forces, eV/Å:
0.68 -0.41 1.04
-0.36 0.12 -1.42
-0.41 0.75 0.62
0.67 0.38 0.21
1.49 0.61 0.21
-0.97 -1.56 -1.27
-0.92 1.07 1.11
1.06 -0.78 -0.50
-0.28 -0.16 0.22
1.03 -1.22 -0.30
-1.00 0.19 0.01
-0.75 -0.14 1.20
-0.99 1.71 -0.40
0.31 -0.22 -0.34
-0.38 1.65 0.51
-0.25 -0.63 -0.72
-0.17 0.47 0.21
0.03 -0.78 -0.24
0.28 0.14 -0.43
0.13 -0.34 1.03
-0.21 -0.03 0.51
-0.27 -0.41 -0.59
0.76 -1.56 -0.44
1.07 0.92 0.42
1.83 -0.79 0.02
-0.35 0.92 0.68
-0.25 0.14 -0.89
2.17 -1.50 -2.46
0.50 0.39 0.08
-0.55 -0.10 0.18
-0.03 0.36 0.04
0.43 -0.12 0.10
0.43 0.94 0.94
-0.21 -0.21 -0.37
-0.16 0.46 -0.32
-1.38 0.39 0.63
0.32 -1.40 -1.20
0.23 -0.19 -0.70
1.06 0.07 0.52
-1.04 1.09 0.07
0.17 -0.04 -0.11
0.22 -0.26 -0.19
-0.64 1.13 0.57
-0.02 1.91 -0.06
-2.25 -1.59 0.09
-0.61 1.18 -0.69
-1.89 0.01 -1.12
1.12 0.34 -0.34
-0.11 -0.08 0.26
0.49 -0.46 0.17
-0.09 0.34 -0.55
-0.14 -0.39 0.21
1.78 0.08 -1.65
0.34 -0.04 -0.13
0.02 0.32 0.69
0.58 0.32 0.46
-0.24 0.42 0.56
0.19 0.23 -0.43
-0.29 0.29 -0.39
1.38 -0.16 0.08
-0.78 -1.34 -0.81
0.69 1.02 -0.10
-0.55 0.14 -1.00
0.42 -0.51 -0.22
-0.10 0.80 0.61
-0.55 -1.04 1.12
1.24 -0.18 0.31
0.52 0.23 0.79
-1.59 0.39 1.34
0.16 -0.13 0.13
-0.40 -0.52 -0.26
-2.34 -0.24 -0.17
1.28 -2.77 2.43
-0.63 0.03 -0.03
-0.93 0.34 0.46